#1
Computed, not measured: one molecule with the formula C6H12, with wB97M-V/def2-TZVPD.

Structure (XYZ):
```
18
C6H12 wB97M-V/def2-TZVPD
C -0.583 -1.799 -0.771
C -0.497 -0.421 -1.427
C 0.680 0.220 -0.728
C 0.833 1.590 -0.164
C 0.679 0.439 0.790
C -0.456 0.569 1.804
H 0.396 -2.289 -0.840
H -0.723 -1.589 0.298
H -1.335 -2.483 -1.180
H -1.424 0.149 -1.282
H -0.331 -0.492 -2.510
H 1.621 -0.208 -1.088
H -0.033 2.244 -0.225
H 1.789 2.095 -0.226
H 1.579 0.050 1.261
H -0.113 1.308 2.543
H -0.693 -0.346 2.361
H -1.389 0.961 1.384
```

Values from the calculation:
Kohn-Sham gap = 10.858 eV
structure (SMILES) = CC[C@H]1C[C@H]1C
spin multiplicity = 1
highest occupied orbital energy = -9.7 eV

***

#2
Computed, not measured: C6H12 as an isolated structure, with wB97M-V/def2-TZVPD.

Structure (XYZ):
```
18
C6H12 wB97M-V/def2-TZVPD
C -0.754 1.531 -1.251
C 0.158 1.153 -0.065
C 0.566 -0.339 1.087
C -0.779 -0.893 1.512
C 1.342 -1.329 0.296
C 0.644 -0.508 -0.724
H -0.292 1.345 -2.228
H -0.995 2.598 -1.185
H -1.700 0.977 -1.211
H 1.093 1.716 -0.097
H -0.390 1.499 0.812
H -0.577 -1.489 2.412
H -1.289 -1.564 0.798
H -1.485 -0.104 1.800
H 2.430 -1.255 0.325
H 0.987 -2.362 0.330
H -0.248 -0.954 -1.158
H 1.289 -0.024 -1.453
```

Values from the calculation:
Kohn-Sham gap = 8.331 eV
spin multiplicity = 1
highest occupied orbital energy = -7.2 eV

***

#3
Computed, not measured: a 2-piece molecular cluster, C6H12 overall, with wB97M-V/def2-TZVPD.

Structure (XYZ):
```
18
C6H12 wB97M-V/def2-TZVPD
C -2.397 -0.012 0.108
C -1.373 -1.031 0.599
C 0.040 -0.579 0.416
C 0.362 0.430 -0.382
C 2.418 -0.009 -1.173
C 1.669 0.992 -0.719
H -2.335 0.133 -0.976
H -2.223 0.965 0.578
H -3.412 -0.337 0.345
H -1.524 -1.214 1.670
H -1.520 -1.997 0.099
H 0.806 -1.125 0.974
H 1.152 0.772 1.936
H -0.353 0.803 -1.110
H 2.340 -0.976 -0.689
H 2.941 0.047 -2.107
H 1.747 2.016 -1.091
H 1.664 1.122 1.522
```

Values from the calculation:
Kohn-Sham gap = 9.400 eV
structure (SMILES) = C=C/C=C/CC.[H][H]
spin multiplicity = 1
highest occupied orbital energy = -8.3 eV

***

Most stable structure, least stable structure: #1, #2.

***

#1
Computed, not measured: a 2-piece molecular cluster, C6H12 overall, with wB97M-V/def2-TZVPD.

Structure (XYZ):
```
18
C6H12 wB97M-V/def2-TZVPD
C -0.023 -1.983 -1.767
C 0.159 -2.247 -0.478
C -1.084 0.352 0.735
C 0.012 0.583 1.738
C -0.219 1.573 0.632
C 0.801 1.662 -0.482
H -0.942 -2.258 -2.280
H -0.934 -0.401 -0.024
H 0.723 -1.443 -2.348
H 1.051 -1.919 0.053
H -0.607 -2.730 0.128
H -2.113 0.439 1.070
H 0.915 -0.021 1.680
H -0.278 0.846 2.751
H -0.685 2.516 0.906
H 1.576 2.402 -0.251
H 0.348 1.935 -1.441
H 1.300 0.695 -0.622
```

Values from the calculation:
Kohn-Sham gap = 11.093 eV
structure (SMILES) = CC1CC1.C=C
spin multiplicity = 1
highest occupied orbital energy = -9.8 eV

***

#2
Computed, not measured: one molecule with the formula C6H12, with wB97M-V/def2-TZVPD.

Structure (XYZ):
```
18
C6H12 wB97M-V/def2-TZVPD
C 1.962 -0.747 -0.455
C 0.921 -0.398 0.614
C -0.374 0.222 0.106
C -0.425 1.750 0.126
C -1.693 -0.381 0.532
C -1.165 -0.634 -0.850
H 1.586 -1.482 -1.177
H 2.836 -1.192 0.032
H 2.306 0.121 -1.030
H 0.689 -1.313 1.173
H 1.365 0.295 1.339
H -0.654 2.052 1.156
H -1.221 2.140 -0.516
H 0.500 2.277 -0.145
H -1.753 -1.187 1.261
H -2.511 0.333 0.611
H -1.695 -0.229 -1.708
H -0.741 -1.620 -1.036
```

Values from the calculation:
Kohn-Sham gap = 10.860 eV
structure (SMILES) = CCC1(C)CC1
spin multiplicity = 1
highest occupied orbital energy = -9.7 eV

***

Most stable structure, least stable structure: #2, #1.